This record from the Open Molecules 2025 dataset describes a molecular structure, C14H30LiO5. The level of theory is ωB97M-V/def2-TZVPD.

The HOMO-LUMO gap (spin up / spin down) is 0.28667 / 0.15916 Eh. Its spin multiplicity is 2. The calculation puts the LUMO energy (spin up / spin down) at 0.45 / -1.56 eV.

Each line ends with the natural charge from an NBO analysis.
Geometry (Å):
Li1 -0.8208 0.6591 -0.0784  0.8922
C1 -0.8453 3.8683 1.1152  -0.2984
O1 -1.3560 2.7748 0.4080  -0.4732
H1 0.1230 3.5696 1.5168  0.1447
H2 -0.7161 4.7421 0.4766  0.1848
H3 -1.5184 4.1160 1.9360  0.1964
C2 -3.3643 -0.5553 -1.7206  -0.2385
O2 -2.7145 0.4652 -1.0559  -0.8321
H4 -2.7739 -0.9859 -2.5294  0.1306
H5 -3.6577 -1.4043 -1.1032  0.1278
H6 -4.2798 -0.2282 -2.2136  0.1282
C3 0.2215 -0.9492 3.7620  -0.4346
C4 -1.2901 -0.9930 3.6687  -0.4286
C5 -1.5910 0.0430 2.5931  -0.0708
O3 -0.4398 0.0626 1.7986  -0.5774
C6 0.7527 -0.2051 2.5434  -0.0721
H7 0.6054 -1.9678 3.8172  0.2129
H8 0.4548 -0.4735 4.7146  0.2077
H9 -1.6955 -0.8579 4.6714  0.2211
H10 -1.6774 -1.9130 3.2309  0.2020
H11 -1.7089 1.0149 3.0723  0.1611
H12 -2.5061 -0.0938 2.0169  0.2239
H13 1.3383 0.6438 2.8963  0.1781
H14 1.4352 -0.8658 2.0088  0.1891
C7 1.9180 -2.7172 -0.1081  -0.4369
C8 0.6549 -3.3572 0.5792  -0.4318
C9 -0.5557 -2.7593 -0.1855  -0.0613
O4 0.0179 -1.5342 -0.6947  -0.5531
C10 1.3493 -1.7599 -1.1531  -0.0661
H15 2.6206 -3.4235 -0.5502  0.2136
H16 2.5222 -2.1072 0.5635  0.2007
H17 0.5778 -2.9859 1.6011  0.1954
H18 0.6463 -4.4366 0.7310  0.2163
H19 -1.4064 -2.5968 0.4763  0.2019
H20 -0.8159 -3.4457 -0.9913  0.1690
H21 1.8604 -0.7977 -1.1865  0.1976
H22 1.3383 -2.1401 -2.1745  0.1652
C11 2.3605 2.1017 -2.5627  -0.4180
C12 1.4207 1.8089 -3.6980  -0.4425
C13 0.2172 1.1571 -3.0375  -0.0711
O5 0.5536 1.1464 -1.6240  -0.5736
C14 1.4343 2.1785 -1.3681  -0.0668
H23 2.9258 3.0234 -2.7004  0.2141
H24 3.0350 1.2689 -2.3636  0.1972
H25 1.9558 1.1499 -4.3816  0.2114
H26 1.0982 2.6983 -4.2394  0.2102
H27 0.0900 0.1557 -3.4486  0.1974
H28 -0.6758 1.7477 -3.2423  0.2003
H29 1.9994 2.0404 -0.4464  0.1864
H30 0.8823 3.1180 -1.3403  0.1695



This record from the Open Molecules 2025 dataset describes a molecular structure, C4H4O. The level of theory is ωB97M-V/def2-TZVPD.

The HOMO-LUMO gap is 0.36102 Eh. Its relative energy (zero: lowest compared OMol25 entry of this formula, charge and spin) is 5.226 eV. The calculation puts the LUMO energy at 0.10 eV.

Each line ends with the natural charge from an NBO analysis.
Geometry (Å):
C1 0.4978 -0.6191 -1.1360  -0.3524
C2 -0.8722 -0.9653 -0.6625  0.0048
C3 -0.2277 -0.2950 0.3148  -0.4323
C4 -0.6459 0.7938 1.2306  0.4172
O1 -1.6706 0.7632 1.8574  -0.4798
H1 1.2928 -1.3640 -1.0867  0.2363
H2 0.9613 -0.0781 0.1052  0.2642
H3 0.5986 0.1250 -1.9274  0.2254
H4 0.0659 1.6393 1.3047  0.1165



This record from the Open Molecules 2025 dataset describes 2 unconnected molecules or ions with the total composition CF3N2OS. The level of theory is ωB97M-V/def2-TZVPD.

The HOMO-LUMO gap (spin up / spin down) is 0.24402 / 0.24402 Eh. Its relative energy (zero: lowest compared OMol25 entry of this formula, charge and spin) is 3.687 eV. The calculation puts the LUMO energy (spin up / spin down) at 3.08 / 3.08 eV. As for the net charge: -1.

Each line ends with the natural charge from an NBO analysis.
Geometry (Å):
C1 -1.4529 0.0938 0.0226  0.4869
N1 1.5144 -0.0447 0.0277  -0.1405
N2 1.3196 -1.1497 -0.2527  0.4153
O1 1.6503 -2.3008 -0.5650  -0.4182
F1 -2.7505 0.1156 0.1179  -0.3802
F2 -1.0586 0.9664 -1.2145  -0.5275
F3 -1.1404 1.0027 1.3103  -0.5547
S1 1.9181 1.3167 0.5536  0.1188



This record from the Open Molecules 2025 dataset describes a molecular structure, C41H49ClN9O8P2SSr. The level of theory is ωB97M-V/def2-TZVPD.

The HOMO-LUMO gap is 0.14732 Eh. Its relative energy (zero: lowest compared OMol25 entry of this formula, charge and spin) is 1.138 eV. The calculation puts the LUMO energy at 1.59 eV. As for the net charge: -1.

Each line ends with the Mulliken charge.
Geometry (Å):
Sr1 -0.1589 0.6480 0.2655  0.6816
C1 4.4866 -3.1762 -0.0944  -1.0277
N1 3.7111 -2.0122 -0.4745  0.4294
C2 4.2252 -0.8629 -1.0095  -0.9126
C3 3.1598 -0.0479 -1.2560  -0.6730
N2 2.0079 -0.6714 -0.8796  1.0739
C4 2.3597 -1.8532 -0.4041  -0.5742
P1 1.2595 -3.2318 0.0454  -1.0015
C5 0.5452 -2.6585 1.6163  -1.0193
N3 0.1723 -1.4305 1.8991  2.8792
C6 -0.3289 -1.4514 3.1655  -1.6840
C7 -0.2678 -2.7237 3.6570  -0.9516
N4 0.2952 -3.4889 2.6705  0.3495
C8 0.5035 -4.9213 2.7385  -0.9543
C9 -0.1188 -2.9207 -1.0896  -0.3584
N5 -0.7336 -1.7763 -1.3351  1.2479
C10 -1.7101 -2.0524 -2.2512  -1.4215
C11 -1.6910 -3.3838 -2.5527  -0.6331
N6 -0.6817 -3.9332 -1.8123  0.2004
C12 -0.3033 -5.3331 -1.8179  -0.9325
H1 5.4746 -2.8516 0.2245  0.4013
H2 4.5866 -3.8705 -0.9294  0.3123
H3 4.0082 -3.6850 0.7384  0.3602
H4 5.2843 -0.7245 -1.1418  0.4702
H5 3.1519 0.9508 -1.6552  0.2800
H6 -0.6803 -0.5504 3.6422  0.6334
H7 -0.5625 -3.1474 4.6015  0.5755
H8 0.7095 -5.2018 3.7693  0.3522
H9 1.3544 -5.1977 2.1204  0.3256
H10 -0.3786 -5.4608 2.3916  0.2950
H11 -2.4012 -1.2971 -2.5997  0.7881
H12 -2.3314 -3.9793 -3.1800  0.5338
H13 -0.9802 -5.8646 -2.4816  0.3485
H14 -0.3848 -5.7614 -0.8198  0.3135
H15 0.7180 -5.4600 -2.1747  0.3219
O1 -4.6571 -1.7860 1.8657  -0.6103
C13 -3.5275 -1.1363 1.5495  0.1645
O2 -2.5993 -1.6553 0.9841  -0.1619
C14 -3.5474 0.2965 1.9771  -0.0364
C15 -4.4555 0.7826 2.8987  -0.7804
C16 -4.4292 2.1427 3.1908  -0.5278
C17 -3.5562 2.9563 2.4990  -0.6838
C18 -2.7250 2.3744 1.5430  0.3408
N7 -2.6808 1.0676 1.3202  0.9559
C19 -1.8793 3.3081 0.6598  -0.3079
O3 -1.9894 4.5128 0.8701  -0.8335
O4 -1.1815 2.7331 -0.2294  -0.3771
H16 -4.6662 -2.6004 1.3324  0.4752
H17 -5.1620 0.1117 3.3646  0.5476
H18 -5.1092 2.5549 3.9256  0.4275
H19 -3.5006 4.0263 2.6315  0.5427
N8 0.8741 -0.5007 -3.7634  -0.3432
C20 0.5768 0.8172 -3.9785  0.1598
N9 0.1060 1.6212 -3.0880  0.4123
C21 -0.0144 2.9096 -3.6190  -1.0721
C22 -0.5052 4.0207 -2.9373  0.2477
C23 -0.5704 5.2323 -3.6019  -0.8544
C24 -0.1650 5.3575 -4.9320  -0.5048
C25 0.3134 4.2595 -5.6260  -0.4276
C26 0.3829 3.0466 -4.9555  0.6766
S1 0.9371 1.5088 -5.5546  -0.4102
H20 0.5475 -0.8457 -2.8681  -0.0286
H21 0.6896 -1.1214 -4.5347  0.3768
H22 -0.8220 3.9088 -1.9075  0.4586
H23 -0.9504 6.0980 -3.0745  0.4597
H24 -0.2289 6.3173 -5.4288  0.3784
H25 0.6232 4.3438 -6.6597  0.3682
Cl1 -7.2547 -0.1649 -3.0658  -0.3123
C27 -6.4489 -1.5728 -2.3829  0.3223
C28 -7.1185 -2.7688 -2.4379  -0.3950
C29 -6.5608 -3.9453 -1.9274  -0.7769
C30 -5.2908 -3.8385 -1.3540  -1.0025
C31 -4.6152 -2.6401 -1.2888  -0.7833
C32 -5.1372 -1.3933 -1.8121  1.3334
C33 -4.4514 -0.1975 -1.7784  -1.8435
H26 -8.1019 -2.7821 -2.8938  0.3798
H27 -7.0938 -4.8851 -1.9754  0.3472
H28 -4.8106 -4.7264 -0.9456  0.3334
H29 -3.6304 -2.6187 -0.8423  1.4598
H30 -3.4694 -0.1335 -1.3256  -0.0164
H31 -4.8696 0.7077 -2.1904  0.1542
C34 4.9758 0.8694 3.5554  -1.9598
C35 3.6725 0.1108 3.3276  1.7748
C36 2.7850 0.1676 4.5670  -1.3693
C37 3.9590 -1.3391 2.9586  -1.1463
O5 3.0073 0.6503 2.1746  1.0451
P2 2.1684 2.0488 2.2017  -0.1146
O6 2.7359 2.9985 3.1834  -0.8765
O7 0.7067 1.6812 2.2685  -0.7603
O8 2.4513 2.4323 0.6484  0.8042
C38 2.6997 3.7953 0.1937  1.7206
C39 2.7058 3.6885 -1.3231  -1.4719
C40 1.5843 4.7205 0.6582  -1.4495
C41 4.0622 4.2544 0.6969  -2.0229
H32 5.5315 0.4299 4.3877  0.4636
H33 4.7581 1.9135 3.7738  0.3262
H34 5.5928 0.8199 2.6554  0.3069
H35 3.3247 -0.2420 5.4243  0.4416
H36 1.8789 -0.4176 4.4093  0.0961
H37 2.5065 1.1976 4.7882  0.3646
H38 4.4181 -1.8662 3.7980  0.4985
H39 4.6372 -1.3756 2.1046  0.2485
H40 3.0242 -1.8380 2.6908  -0.0961
H41 1.7849 3.2213 -1.6705  -0.0267
H42 3.5605 3.0980 -1.6616  0.3477
H43 2.7739 4.6802 -1.7733  0.5220
H44 0.6104 4.3449 0.3443  0.1037
H45 1.7272 5.7104 0.2186  0.4284
H46 1.5916 4.8177 1.7440  0.4119
H47 4.8393 3.5675 0.3525  0.3317
H48 4.0738 4.2907 1.7843  0.3358
H49 4.2777 5.2490 0.2994  0.4598